Molecular formula: C19H19CrN3O5P
Method: DFT, wB97M-V/def2-TZVPD

Calculated values
net charge: +1
E_LUMO (alpha / beta): -4.160 / -4.199 eV
multiplicity: 5
HOMO-LUMO gap (alpha / beta): 5.92 / 5.87 eV
largest force on an atom: 3.1 eV/A
highest occupied orbital energy (alpha / beta): -10.1 / -10.1 eV

Structure (XYZ):
```
48
Properties=species:S:1:pos:R:3:forces:R:3:mulliken_charge:R:1
Cr 10.908573 11.211704 5.641987 0.3898 0.4180 0.1000 0.500
O 14.023305 17.277390 7.046617 -1.4655 -0.2519 -1.2748 -0.682
C 12.958255 17.224072 6.398057 -0.5113 -1.1247 0.7513 0.454
O 12.104684 17.982160 5.940688 0.5753 0.8872 0.0584 -0.660
C 12.360836 15.690971 6.119165 2.0585 1.3757 0.2592 -0.290
C 11.096757 15.469442 5.655165 -1.5119 -0.5315 0.6742 -0.653
C 10.637448 14.161530 5.532073 1.6264 -0.9027 -0.5137 0.121
N 11.504331 13.110807 5.705655 0.5692 1.1231 0.3631 -0.276
C 12.807199 13.363908 6.035105 -1.5893 0.0011 -0.5306 0.419
C 13.228429 14.640710 6.245358 1.9768 -0.4113 0.3230 -0.498
C 13.638180 12.172352 6.144667 1.1664 0.9240 0.2791 1.060
C 15.036695 12.223901 6.061516 -1.6649 2.4598 -1.0020 -0.577
C 15.724822 11.083509 6.060450 1.8424 -0.8018 1.1226 -0.592
C 15.078436 9.932892 6.440414 -2.1741 -2.0000 -0.4817 -0.605
C 13.661496 9.894037 6.512849 1.7722 0.1968 0.9014 0.030
N 12.981802 11.055304 6.355476 -1.5190 -2.4811 -0.3184 -0.458
C 9.337465 13.674770 5.054272 0.6031 -0.9318 0.5061 0.529
C 8.311250 14.500063 4.741840 -1.2891 0.9983 -0.2171 -0.293
C 7.049669 13.993378 4.469099 1.0164 -1.3618 -1.1523 -0.616
C 6.945710 12.619255 4.283457 -0.6336 -1.7043 -0.2364 -0.672
C 8.097435 11.786727 4.451273 -0.7412 1.2039 0.6976 -0.452
N 9.231592 12.308283 4.942326 -0.2352 0.3955 -0.3051 0.179
H 10.480894 16.351537 5.599407 -0.3185 0.1191 -0.4191 0.497
H 14.292289 14.831843 6.503095 -0.9519 0.1316 0.0351 0.407
H 15.526712 13.176589 5.833481 -0.2758 -0.3856 0.2288 0.332
H 16.801586 11.183911 5.970343 -0.0390 -0.5826 -0.1764 0.425
H 15.545797 8.963835 6.550250 0.4307 0.2036 0.0693 0.377
H 13.166477 8.936436 6.859981 0.2625 1.4875 -0.8052 0.313
H 8.404103 15.570021 4.656246 0.4822 0.1556 0.4183 0.408
H 6.287182 14.661403 4.135932 -0.6764 0.2198 0.3278 0.435
H 5.957897 12.143172 3.992691 1.4765 0.6649 0.2736 0.328
H 8.175954 10.707553 4.287962 -0.7024 0.5593 -0.1178 0.910
C 10.771056 6.286495 6.453120 0.4999 -0.4166 0.7758 -0.613
O 10.711709 7.494559 5.714134 -0.3906 2.0395 -0.8481 -0.242
P 9.897475 8.886204 5.785771 0.6093 -1.4456 -0.0018 0.976
O 8.831791 8.779682 4.618903 -0.3714 -0.0123 -0.5716 -0.497
C 8.113126 7.587939 4.199357 1.2737 -1.0870 1.3206 -0.667
O 9.102847 8.741217 7.150111 0.1371 -1.0979 0.6864 -0.305
C 8.176664 9.727114 7.592987 1.3627 1.5519 -2.1605 -0.645
H 11.248620 6.530761 7.412726 -0.4268 -0.3715 -0.0462 0.285
H 11.472720 5.616819 5.914263 -0.7245 0.3545 0.1808 0.276
H 9.772615 5.837769 6.590722 0.5489 0.1458 -0.0490 0.279
H 8.532276 7.210296 3.270202 0.2683 -0.0375 0.2088 0.269
H 7.096044 7.788414 4.040164 -1.3294 0.8268 -0.1704 0.337
H 8.146944 6.845314 5.032742 0.1581 0.3363 -0.8654 0.246
H 7.715262 9.495784 8.489340 -0.9526 -1.1027 1.4780 0.334
H 7.520137 9.931891 6.762652 -0.8421 -0.0291 0.0979 0.325
H 8.711542 10.657443 7.767914 0.2302 0.2918 0.1262 0.241
```
Positions in Å, forces in eV/Å.

***

Molecular formula: C4H4N2
Method: DFT, wB97M-V/def2-TZVPD

Calculated values
net charge: 0
E_LUMO: 0.403 eV
HOMO-LUMO gap: 12.57 eV
largest force on an atom: 3.3 eV/A
ΔE to the lowest compared entry with this formula, charge and spin: 1.569 eV
highest occupied orbital energy: -12.2 eV

Structure (XYZ):
```
10
Properties=species:S:1:pos:R:3:forces:R:3:mulliken_charge:R:1
C -0.396123 0.045352 -1.041260 1.2151 0.3000 -0.7189 -1.108
C 0.006377 0.271427 0.427549 -0.0119 0.0394 0.1481 0.575
C -0.823335 -0.391968 1.422360 -0.7055 -0.6132 0.6354 0.069
N -1.513462 -0.913325 2.184173 0.4695 0.3771 -0.5185 -0.371
C 1.416833 -0.073850 0.466320 1.7854 0.2997 -1.0129 0.109
N 2.481308 -0.057075 0.010226 -0.6611 -0.4391 1.0642 -0.436
H 0.560564 0.535854 -1.594097 -3.2655 -0.0999 0.4944 0.329
H -1.516489 0.205773 -1.128891 1.6525 0.7146 -0.6838 0.316
H -0.220491 -0.968744 -1.381887 -0.1628 -0.5324 0.5689 0.339
H 0.004818 1.346556 0.635507 -0.3159 -0.0462 0.0231 0.177
```
Positions in Å, forces in eV/Å.

***

Molecular formula: C3H9OPS2
Method: DFT, wB97M-V/def2-TZVPD

Calculated values
net charge: 0
E_LUMO: 0.601 eV
HOMO-LUMO gap: 9.64 eV
largest force on an atom: 0.8 eV/A
ΔE to the lowest compared entry with this formula, charge and spin: 0.000 eV
highest occupied orbital energy: -9.0 eV

Structure (XYZ):
```
16
Properties=species:S:1:pos:R:3:forces:R:3:mulliken_charge:R:1
C 1.626157 0.704713 0.205218 0.1032 -0.0328 -0.0890 -1.412
C 0.137595 0.669877 -0.100160 -0.1715 -0.7597 0.0167 0.368
C -0.704793 1.102852 1.088074 -0.1265 -0.0071 -0.0292 -1.393
P -0.309189 -1.076682 -0.540048 -0.0210 0.0282 0.2061 0.547
O 0.489133 -1.217059 -1.927456 -0.0029 0.3213 -0.1787 -0.526
S 0.075394 -2.503531 0.728545 -0.2430 0.6194 -0.3077 -0.350
S -2.334027 -0.983489 -1.198763 0.4429 0.1185 -0.1806 -0.310
H 1.854303 0.025563 1.025933 0.0586 0.0023 0.0501 0.354
H 2.206071 0.403905 -0.665188 0.0974 0.0103 0.0168 0.359
H 1.926036 1.710431 0.493039 0.0150 0.0883 0.0229 0.404
H -0.090167 1.278327 -0.981065 -0.0496 -0.1226 -0.0179 0.322
H -0.533674 0.431772 1.929493 -0.0013 0.0066 0.0869 0.342
H -1.765718 1.087548 0.840760 -0.0283 0.0336 0.0643 0.360
H -0.437307 2.112784 1.391766 0.0373 0.0774 0.0194 0.415
H 0.648557 -2.135006 -2.167438 -0.0057 -0.2027 0.0208 0.338
H -2.788370 -1.612004 -0.122709 -0.1047 -0.1810 0.2992 0.182
```
Positions in Å, forces in eV/Å.

***

Molecular formula: C4H6FO2Tl
Method: DFT, wB97M-V/def2-TZVPD

Calculated values
net charge: +2
E_LUMO: -15.865 eV
HOMO-LUMO gap: 3.09 eV
largest force on an atom: 3.1 eV/A
ΔE to the lowest compared entry with this formula, charge and spin: 0.877 eV
highest occupied orbital energy: -19.0 eV

Structure (XYZ):
```
14
Properties=species:S:1:pos:R:3:forces:R:3:mulliken_charge:R:1
Tl 0.246777 -0.432637 5.373532 -0.3752 0.1869 -0.0459 1.007
F -1.490895 0.590647 3.240789 0.6197 -0.2301 -0.3680 -0.274
O -0.819239 -2.041588 -1.987755 -0.0494 0.1203 0.6799 -0.154
C -0.544930 -1.126486 -1.259171 -1.8736 -0.5193 -1.9819 0.526
O -1.300816 -0.073749 -1.110663 -1.9281 2.1199 1.3000 -0.157
C -0.612019 0.968786 -0.371672 -0.1430 0.5921 -1.9478 -0.078
C 0.823846 0.655229 -0.552821 -0.4594 -1.4131 0.3045 -0.361
C 0.757796 -0.840850 -0.718047 2.9715 -0.5913 0.2146 -0.261
H -0.915687 0.963351 0.675161 -0.7222 -0.3903 1.4394 0.092
H -0.745869 1.972055 -0.776212 -1.2329 -0.2271 -0.0795 0.348
H 1.425032 0.960196 0.303729 0.7526 0.1878 -0.5101 0.346
H 1.003361 1.110542 -1.526767 1.0338 0.6047 0.1107 0.308
H 0.777223 -1.430868 0.198252 0.2300 -0.3715 0.2480 0.290
H 1.395420 -1.274629 -1.488354 1.1763 -0.0689 0.6362 0.368
```
Positions in Å, forces in eV/Å.

***

Molecular formula: C9H10N2O
Method: DFT, wB97M-V/def2-TZVPD

Calculated values
net charge: 0
E_LUMO (alpha / beta): -0.908 / -0.002 eV
HOMO-LUMO gap (alpha / beta): 6.63 / 8.62 eV
largest force on an atom: 1.8 eV/A
ΔE to the lowest compared entry with this formula, charge and spin: 7.423 eV
highest occupied orbital energy (alpha / beta): -7.5 / -8.6 eV

Structure (XYZ):
```
22
Properties=species:S:1:pos:R:3:forces:R:3:mulliken_charge:R:1
C -3.444241 -0.308623 0.650796 -0.4300 -0.1515 0.1533 0.043
C 3.151961 -0.551144 0.484134 -0.3738 -0.4990 -0.1122 -0.478
C 2.505726 -1.721820 0.246460 0.7972 0.3351 0.2061 -0.614
C 2.187511 0.495777 0.338733 -0.4723 0.1623 -0.1067 0.613
C 1.032037 -0.149294 0.023115 0.1721 0.0544 0.0179 0.034
C -1.893757 0.941386 -0.550030 1.8001 0.2155 -0.3012 -0.215
C 2.431795 1.955050 0.503216 -0.0987 0.0487 -0.0334 -1.188
C -1.949129 -1.573435 -0.838761 0.0872 0.0092 0.0152 -1.122
C -2.723749 -0.269780 -0.604889 -0.5076 -0.3953 -0.2947 0.831
N -4.008357 -0.315869 1.645600 -0.2204 0.0068 0.4809 -0.404
N -1.802755 2.119575 -0.340025 0.1484 0.3031 0.0388 -0.377
O 1.206789 -1.480598 -0.036769 -0.5983 -0.0579 -0.1866 -0.280
H 4.186180 -0.421806 0.734775 0.2193 -0.0212 0.0507 0.407
H 2.830006 -2.743801 0.243472 -0.0712 -0.1480 -0.0145 0.416
H 1.782296 2.370536 1.271813 0.0289 0.0929 0.0264 0.279
H 3.467269 2.125102 0.790607 0.0126 0.0913 0.0154 0.344
H 2.236498 2.486103 -0.427123 0.0323 0.0966 0.0020 0.270
H -2.534805 -2.426154 -0.501269 -0.0829 0.0170 -0.0565 0.385
H -1.011605 -1.550464 -0.289480 -0.1451 -0.0471 -0.0056 0.207
H -1.729405 -1.691591 -1.896034 0.0740 0.0378 -0.0578 0.348
H -3.454400 -0.115947 -1.412629 0.0522 -0.0275 0.1423 0.244
H -2.465871 2.826793 -0.035717 -0.4240 -0.1232 0.0201 0.258
```
Positions in Å, forces in eV/Å.